# 1
Below is one molecule with the formula C4H2O, with properties calculated with ωB97M-V/def2-TZVPD.

The geometry in XYZ format:
```
7
Properties=species:S:1:pos:R:3
C 1.74096 0.01625 -0.04742
C 0.40438 -0.01037 0.10736
C -0.91339 0.02914 0.08961
C -2.18290 -0.04495 0.05399
O -3.35953 -0.08619 0.05917
H 2.15661 -0.85006 -0.25342
H 2.15388 0.94618 -0.00929
```

Values from the calculation:
relative energy (zero: lowest compared OMol25 entry of this formula, charge and spin) = 0.665 eV
highest occupied orbital energy = -8.693 eV
total charge = 0
SMILES string = C=C=C=C=O
energy = -228.73496 hartree
molar mass = 66.1 u

***

# 2
Below is HInO3S as an isolated structure, with properties calculated with ωB97M-V/def2-TZVPD.

The geometry in XYZ format:
```
6
Properties=species:S:1:pos:R:3
S -0.88488 -0.53047 0.47814
O -1.90689 0.41948 0.07724
O 0.54609 0.25783 0.58741
In 1.55789 -0.03761 -1.02870
O -0.47800 -1.51792 -0.56872
H 1.16579 1.40868 0.45464
```

Values from the calculation:
highest occupied orbital energy (alpha / beta) = -22.423 / -22.207 eV
total charge = +2
energy = -813.62671 hartree
molar mass = 195.9 u

***

# 3
Below is CH6NPS as an isolated structure, with properties calculated with ωB97M-V/def2-TZVPD.

The geometry in XYZ format:
```
10
Properties=species:S:1:pos:R:3
C -0.75521 1.16254 -0.05673
N -0.01049 -1.32231 -0.22812
P 0.53258 0.07038 0.57126
S 3.03810 0.18776 -0.72406
H -0.57147 1.50486 -1.10664
H -1.65487 0.52664 -0.05573
H -0.72371 2.04133 0.74777
H 0.11749 -2.18345 0.41208
H 0.26795 -1.50738 -1.15242
H -0.24037 -0.48036 1.59258
```

Values from the calculation:
relative energy (zero: lowest compared OMol25 entry of this formula, charge and spin) = 3.609 eV
highest occupied orbital energy (alpha / beta) = -8.623 / -8.623 eV
total charge = 0
energy = -835.86958 hartree
molar mass = 95.1 u

***

# 4
Below is H2N3PS as an isolated structure, with properties calculated with ωB97M-V/def2-TZVPD.

The geometry in XYZ format:
```
7
Properties=species:S:1:pos:R:3
N 1.29672 -0.49721 -0.30955
N 1.03564 0.19331 0.89952
N 0.09841 -0.82804 0.47650
P -1.34290 -1.06149 -0.21033
S -2.93152 1.16748 -0.25609
H 1.18377 -0.09061 -1.30212
H 0.65988 1.11655 0.70206
```

Values from the calculation:
relative energy (zero: lowest compared OMol25 entry of this formula, charge and spin) = 4.564 eV
highest occupied orbital energy (alpha / beta) = -9.383 / -8.765 eV
total charge = 0
energy = -904.74350 hartree
molar mass = 107.1 u

***

# 5
Below is a 5-piece molecular cluster, C11H20Cl12O2Si overall, with properties calculated with ωB97M-V/def2-TZVPD.

The geometry in XYZ format:
```
46
Properties=species:S:1:pos:R:3
C 4.15655 -1.69460 -2.10178
C 3.07715 -0.81826 -2.68727
O 2.13099 -1.27992 -3.17705
O 3.33207 0.50685 -2.64935
C 2.81012 1.17986 -1.49372
C 1.32124 1.00084 -1.24721
C 0.45232 1.28689 -2.47168
C -0.74658 0.35543 -2.66919
C -1.46449 -0.07205 -1.37842
Si -2.56222 -1.57885 -1.75102
H 3.73535 -2.43825 -1.44660
H 4.90537 -1.09610 -1.60719
H 4.59948 -2.21280 -2.93747
H 3.04446 2.22384 -1.60410
H 3.36265 0.84814 -0.61627
H 1.06494 1.72184 -0.48356
H 1.17872 0.01245 -0.83630
H 0.13675 2.31866 -2.46670
H 1.07332 1.18890 -3.34954
H -1.47578 0.90146 -3.25362
H -0.47898 -0.50591 -3.26010
H -0.79076 -0.38512 -0.59343
H -2.12229 0.72102 -1.05981
H -3.04346 -2.11852 -0.46680
H -3.72063 -1.17202 -2.57581
H -1.80019 -2.60837 -2.49290
Cl 3.36320 3.08188 1.32337
C 5.02411 3.14089 0.72169
Cl 5.72154 1.52233 0.66559
Cl 5.08162 3.90476 -0.86561
H 5.60873 3.73867 1.40791
Cl -4.91936 -2.83506 1.76584
C -3.70708 -3.76802 2.64297
Cl -2.10641 -3.06413 2.40892
Cl -4.11243 -3.85574 4.36036
H -3.69367 -4.77411 2.24621
Cl 1.20502 1.42752 5.19165
C 1.55342 0.81229 3.57539
Cl 2.88316 -0.34663 3.61603
Cl 0.12011 0.09559 2.84241
H 1.85579 1.64023 2.94983
Cl -6.70765 2.09123 3.88881
C -7.32130 0.59068 3.19092
Cl -7.13965 0.59948 1.43398
Cl -6.50918 -0.80724 3.89097
H -8.37607 0.51997 3.41966
```

Values from the calculation:
highest occupied orbital energy = -10.089 eV
total charge = 0
SMILES string = CC(=O)OCCCCC[SiH3].ClC(Cl)Cl.ClC(Cl)Cl.ClC(Cl)Cl.ClC(Cl)Cl
energy = -6393.34988 hartree
molar mass = 637.8 u

***

# 6
Below is one molecule with the formula CH2N2OS2, with properties calculated with ωB97M-V/def2-TZVPD.

The geometry in XYZ format:
```
8
Properties=species:S:1:pos:R:3
N -1.54115 -2.18527 -0.71733
C -0.99120 -1.32660 -0.18629
S -0.45150 0.22142 0.56027
N 1.53129 0.26608 -0.19363
O -0.41682 -0.06316 1.93562
S -1.59434 1.52059 -0.27265
H 2.17099 1.05987 0.05152
H 1.29272 0.50708 -1.17751
```

Values from the calculation:
relative energy (zero: lowest compared OMol25 entry of this formula, charge and spin) = 2.718 eV
highest occupied orbital energy (alpha / beta) = -10.277 / -10.277 eV
total charge = 0
SMILES string = N#C[S@](N)(=O)=S
energy = -1020.29240 hartree
molar mass = 122.2 u